1.
23
Properties=species:S:1:pos:R:3 method="wB97M-V/def2-TZVPD" e_above_lowest_kj_mol=873.2 gap_ha=0.10919 multiplicity=1
C -0.14214 -0.07621 0.69634
N -1.64781 -1.61973 -0.71216
C -0.36571 -0.72883 -0.69413
C 2.78232 -0.93640 -0.21987
C 2.63195 0.49347 -0.34340
C 2.30262 1.59150 0.47971
H -0.75776 -0.59643 1.54967
H 0.93269 -0.32258 0.89922
H -0.07423 1.03584 0.70611
H -2.23821 -1.20106 -0.03233
H -0.56896 0.05949 -1.44084
H 0.50154 -1.27785 -1.12595
H 2.72762 -1.44077 0.77722
H 3.06176 -1.37260 -1.18074
H 2.94099 0.90469 -1.28575
H 2.26503 1.61920 1.56654
H 2.48633 2.54439 0.12406
H -3.70893 -0.13021 1.67978
H -1.62611 -2.63689 -0.63611
O -2.84095 -0.15299 1.27993
H -2.79482 0.80160 -0.03939
H -3.17674 2.13574 -1.09682
O -2.69048 1.30661 -0.95110

=====

2.
8
Properties=species:S:1:pos:R:3 method="wB97M-V/def2-TZVPD" e_above_lowest_kj_mol=283.3 gap_ha=0.26199 multiplicity=1
C -0.49758 0.57058 -0.23544
C 0.77676 -0.10062 0.03456
Cl -1.39171 -0.45582 -1.26183
Cl -1.32633 1.07610 1.25111
Cl -0.37074 -2.20289 1.43020
Br 1.61782 -1.01217 -1.21026
H -0.25714 1.61230 -0.81087
H 1.44893 0.51252 0.80253